Below is C22H30N4O3S in the gas phase, with properties calculated with ωB97M-V/def2-TZVPD.

Last column: Mulliken charge in e.
Element x y z (Å)
C 1.981 -2.400 -5.337  -1.30
H 1.531 -1.483 -5.706  0.26
H 1.716 -3.218 -6.003  0.46
H 1.572 -2.611 -4.352  0.26
C 3.494 -2.238 -5.262  -0.70
H 3.941 -3.146 -4.852  0.39
H 3.892 -2.101 -6.267  0.30
C 3.887 -1.058 -4.362  -0.15
N 3.256 0.173 -4.825  0.33
C 3.012 1.139 -3.770  -0.82
H 3.839 1.208 -3.047  0.09
C 1.719 0.805 -3.019  -0.11
H 1.838 -0.123 -2.460  0.20
C 1.339 1.922 -2.049  -1.07
N 0.172 1.581 -1.274  -0.15
C 0.196 1.426 0.065  0.19
O 1.174 1.636 0.761  -0.73
C -1.099 0.986 0.624  0.27
N -2.171 0.750 -0.130  -0.85
N -3.140 0.362 0.683  0.64
C -2.728 0.327 1.978  0.05
C -1.394 0.729 1.975  0.93
C -0.514 0.760 3.157  -0.89
H -0.714 1.593 3.829  0.36
H 0.535 0.750 2.869  0.47
S -0.964 -0.744 4.078  1.35
O -0.747 -1.898 3.248  -0.65
O -0.380 -0.741 5.391  -0.72
C -2.748 -0.532 4.244  -0.24
C -3.357 -0.902 5.423  -0.56
C -4.734 -0.794 5.546  -0.59
C -5.478 -0.315 4.480  -0.67
C -4.865 0.053 3.294  -0.53
C -3.482 -0.061 3.154  0.34
H -5.465 0.450 2.492  0.44
H -6.550 -0.220 4.572  0.40
H -5.221 -1.074 6.467  0.40
H -2.737 -1.260 6.229  0.51
C -4.398 -0.035 0.120  -1.03
H -4.231 -0.243 -0.936  0.33
H -5.138 0.764 0.204  0.30
H -4.767 -0.931 0.617  0.42
H -0.681 1.342 -1.754  0.34
H 2.146 2.095 -1.332  0.43
H 1.153 2.850 -2.601  0.24
H 0.921 0.657 -3.749  0.23
H 2.895 2.124 -4.230  0.51
C 3.890 0.716 -6.010  -0.93
C 5.395 0.955 -5.851  -0.65
C 6.068 -0.361 -5.475  -0.64
C 5.416 -0.926 -4.216  -1.04
H 5.840 -1.902 -3.974  0.40
H 5.632 -0.256 -3.380  0.32
H 5.966 -1.070 -6.299  0.31
H 7.136 -0.207 -5.300  0.37
H 5.808 1.346 -6.782  0.42
H 5.566 1.695 -5.065  0.28
H 3.727 0.010 -6.830  0.37
H 3.381 1.647 -6.275  0.53
H 3.474 -1.270 -3.370  0.54

Values from the calculation:
E_tot ... -1699.2656 a.u.
Spin multiplicity ... 1
Strongest force on any atom ... 1.1 eV Å⁻¹
SMILES string ... CC[C@H]1CCCCN1CCCNC(=O)c1nn(C)c2c1CS(=O)(=O)c1ccccc1-2
Gap between HOMO and LUMO ... 8.253 eV
HOMO level ... -8.101 eV
Energy above the lowest of the compared OMol25 structures with the same formula, charge and spin ... 2.845 eV